Entry from OMol25: a cluster of 3 separate species, C5H11N in total in a non-equilibrium geometry (ωB97M-V with the def2-TZVPD basis set).

## Properties
ΔE to the lowest compared entry with this formula, charge and spin	6.5212	eV
electronic energy	-6847.00735	eV
HOMO energy	-7.1	eV
LUMO	0.838	eV
strongest force on any atom	0.097	hartree/bohr

The geometry in XYZ format:
```
17
Properties=species:S:1:pos:R:3:lowdin_charge:R:1
C 1.973 0.050 -0.261 -0.027
N 0.961 0.180 0.481 -0.168
C 0.625 0.012 1.903 -0.018
C -0.302 -0.227 0.763 -0.308
C -1.127 1.432 -1.415 -0.090
C -0.965 -1.458 0.283 -0.070
H 1.861 -0.645 -1.083 0.067
H 0.350 1.479 -1.882 0.172
H 2.960 0.422 0.031 0.070
H 0.591 0.912 2.493 0.091
H 1.165 -0.855 2.297 0.104
H -1.481 1.148 -0.384 -0.005
H -1.396 0.650 -2.119 -0.035
H -1.801 2.293 -1.585 -0.006
H -1.880 -1.654 0.851 0.076
H -1.239 -1.410 -0.778 0.066
H -0.295 -2.330 0.405 0.082
```


Entry from OMol25: a structure of composition C5H11N in a non-equilibrium geometry (ωB97M-V with the def2-TZVPD basis set).

## Properties
ΔE to the lowest compared entry with this formula, charge and spin	4.9036	eV
electronic energy	-6848.62494	eV
HOMO energy	-6.7	eV
LUMO	1.048	eV
strongest force on any atom	0.086	hartree/bohr

The geometry in XYZ format:
```
17
Properties=species:S:1:pos:R:3:lowdin_charge:R:1
C 0.083 0.087 0.037 -0.478
C -0.874 -0.168 1.161 -0.201
C -0.055 -0.735 -1.117 0.011
C -1.814 0.411 0.148 -0.080
C 0.881 1.362 0.016 -0.048
N 1.518 -1.338 -0.284 -0.003
H 1.368 -2.163 0.289 0.019
H 2.468 -1.040 -0.500 0.022
H -0.682 0.419 2.058 0.107
H -1.041 -1.218 1.395 0.106
H 0.257 -0.358 -2.083 0.099
H -0.735 -1.577 -1.092 0.101
H -2.026 1.471 0.170 0.047
H -2.601 -0.214 -0.250 0.050
H 1.509 1.421 -0.874 0.081
H 0.223 2.234 0.027 0.081
H 1.522 1.407 0.898 0.085
```


Entry from OMol25: the ion C5H11N2 with charge +1 in a non-equilibrium geometry (ωB97M-V with the def2-TZVPD basis set).

## Properties
ΔE to the lowest compared entry with this formula, charge and spin	2.4333	eV
electronic energy	-8334.68575	eV
HOMO energy	-15.2	eV
charge	+1
LUMO	-3.136	eV
strongest force on any atom	0.083	hartree/bohr

The geometry in XYZ format:
```
18
Properties=species:S:1:pos:R:3:lowdin_charge:R:1
H 1.850 1.256 1.872 0.124
N 1.284 0.849 1.108 0.155
C 0.113 0.397 1.330 -0.311
C -0.729 0.453 2.478 -0.018
C -0.364 -0.417 0.068 -0.103
C 0.480 -1.401 -0.614 0.018
N 0.480 -0.004 -1.082 -0.122
C 0.070 0.265 -2.438 0.004
H -1.545 -0.365 2.677 0.154
H -1.412 1.254 2.312 0.098
H -0.353 0.753 3.392 0.070
H -1.386 -0.370 -0.144 0.142
H 1.310 -1.559 -0.056 0.101
H 0.069 -2.196 -1.181 0.138
H 1.301 0.489 -0.542 0.166
H -0.791 -0.498 -2.584 0.142
H -0.073 1.350 -2.370 0.107
H 0.865 0.155 -3.253 0.133
```


Entry from OMol25: the ion C5H11N2 with charge +1 in a non-equilibrium geometry (ωB97M-V with the def2-TZVPD basis set).

## Properties
ΔE to the lowest compared entry with this formula, charge and spin	1.5119	eV
electronic energy	-8335.60705	eV
HOMO energy	-14.0	eV
charge	+1
LUMO	-3.127	eV
strongest force on any atom	0.074	hartree/bohr

The geometry in XYZ format:
```
18
Properties=species:S:1:pos:R:3:lowdin_charge:R:1
C -0.994 -0.139 1.518 -0.016
C -0.492 0.195 0.107 -0.483
N -0.869 1.439 -0.433 0.119
C -0.506 -1.011 -0.889 -0.048
C 0.930 -1.026 -1.359 -0.009
C 1.715 -0.151 -0.713 -0.038
N 1.010 0.459 0.399 0.081
H -0.694 0.628 2.284 0.117
H -0.697 -1.028 1.929 0.058
H -2.097 -0.179 1.587 0.118
H -0.816 2.304 0.091 0.114
H -1.054 1.563 -1.391 0.092
H -1.143 -0.934 -1.728 0.108
H -0.916 -1.957 -0.315 0.173
H 1.465 -1.671 -1.997 0.111
H 2.777 0.033 -0.910 0.139
H 1.025 0.026 1.335 0.161
H 1.354 1.449 0.485 0.205
```


Entry from OMol25: a cluster of 2 separate species, C5H11N2 in total in a non-equilibrium geometry (ωB97M-V with the def2-TZVPD basis set).

## Properties
ΔE to the lowest compared entry with this formula, charge and spin	3.9960	eV
electronic energy	-8333.12301	eV
HOMO energy	-14.3	eV
charge	+1
LUMO	-4.000	eV
strongest force on any atom	0.126	hartree/bohr

The geometry in XYZ format:
```
18
Properties=species:S:1:pos:R:3:lowdin_charge:R:1
C -2.706 0.205 0.107 -0.267
C 1.494 -0.032 0.331 -0.035
C -3.935 -0.535 -0.247 -0.065
C 3.526 0.441 -0.564 -0.100
C 2.541 0.907 0.451 -0.187
N -1.421 0.003 0.457 0.056
N 0.850 -0.976 0.339 0.350
H -2.846 1.237 0.174 0.077
H -3.940 -1.664 -0.366 0.107
H -4.664 -0.264 0.498 0.084
H -4.234 -0.084 -1.194 0.090
H 4.428 1.176 -0.700 0.131
H 3.906 -0.607 -0.236 0.125
H 3.170 0.377 -1.656 0.121
H 2.196 1.979 0.347 0.172
H 2.713 0.775 1.528 0.159
H 0.620 -1.943 0.355 0.157
H -1.697 -0.994 0.379 0.025
```


Entry from OMol25: a structure of composition C5H11N2 in a non-equilibrium geometry (ωB97M-V with the def2-TZVPD basis set).

## Properties
ΔE to the lowest compared entry with this formula, charge and spin	2.0976	eV
electronic energy	-8335.02143	eV
HOMO energy	-14.5	eV
charge	+1
LUMO	-3.258	eV
strongest force on any atom	0.078	hartree/bohr

The geometry in XYZ format:
```
18
Properties=species:S:1:pos:R:3:lowdin_charge:R:1
C -0.662 1.359 0.173 -0.052
C 1.400 0.001 -0.365 -0.069
C -0.960 0.243 1.294 -0.111
C 0.930 -1.235 0.489 -0.109
C -0.022 0.346 -0.754 -0.316
N -0.420 0.193 -2.087 0.181
N -0.514 -0.901 0.537 -0.033
H -1.577 1.884 -0.117 0.118
H 0.052 2.167 0.563 0.147
H 1.967 0.803 0.124 0.125
H 2.171 -0.162 -1.181 0.142
H -0.496 0.552 2.278 0.147
H -2.010 0.141 1.587 0.129
H 0.935 -2.359 0.077 0.173
H 1.364 -1.493 1.525 0.144
H -1.154 0.768 -2.384 0.087
H 0.200 -0.207 -2.883 0.179
H -1.042 -1.677 0.413 0.118
```


Entry from OMol25: a structure of composition C5H11N2O in a non-equilibrium geometry (ωB97M-V with the def2-TZVPD basis set).

## Properties
ΔE to the lowest compared entry with this formula, charge and spin	1.9246	eV
electronic energy	-10388.61340	eV
HOMO energy	-2.4	eV
charge	-1
LUMO	4.163	eV
strongest force on any atom	0.084	hartree/bohr

The geometry in XYZ format:
```
19
Properties=species:S:1:pos:R:3:lowdin_charge:R:1
C -1.958 -0.736 0.063 -0.370
O -1.998 -0.749 -1.252 -0.140
C -0.717 0.248 0.644 -0.328
C 0.708 -0.252 0.370 -0.180
C 1.245 0.352 -0.992 -0.554
C 2.641 0.432 -0.808 -0.109
N 0.351 0.442 -1.963 -0.022
N -0.800 0.334 2.129 0.013
H -1.978 -1.757 0.553 0.097
H -2.906 -0.350 0.493 0.079
H -0.985 1.436 0.006 0.202
H 1.442 0.082 1.265 0.131
H 0.640 -1.280 0.116 0.092
H 3.444 0.789 -1.478 -0.017
H 3.094 0.244 0.199 -0.010
H -1.144 -0.232 -1.590 0.052
H 0.746 0.569 -2.914 0.035
H -0.219 -0.253 2.591 -0.002
H -1.605 0.679 2.567 0.031
```


Entry from OMol25: a cluster of 2 separate species, C5H11N2O in total in a non-equilibrium geometry (ωB97M-V with the def2-TZVPD basis set).

## Properties
ΔE to the lowest compared entry with this formula, charge and spin	7.1965	eV
electronic energy	-10378.40893	eV
HOMO energy	-12.8	eV
charge	+1
LUMO	-8.540	eV
strongest force on any atom	0.080	hartree/bohr

The geometry in XYZ format:
```
19
Properties=species:S:1:pos:R:3:lowdin_charge:R:1
O -3.158 -0.412 -1.320 0.064
C -2.747 -1.262 -0.518 -0.201
C -1.541 -1.050 0.392 -0.130
C -0.886 0.333 -0.014 -0.124
C 0.220 0.817 0.890 -0.344
C 0.975 -0.132 1.358 0.433
N 4.907 -0.507 -1.240 -0.032
N 0.501 2.247 0.945 0.212
H -3.209 -2.281 -0.455 0.142
H -1.934 -0.969 1.419 0.133
H -0.838 -1.902 0.346 0.128
H -0.644 0.192 -1.069 0.147
H -1.644 1.132 0.052 0.140
H 1.777 -0.096 2.086 0.127
H 5.368 -0.175 -2.057 -0.019
H 5.538 -0.382 -0.386 0.039
H 4.776 -1.525 -1.421 0.017
H 0.695 2.600 -0.005 0.144
H 1.390 2.296 1.473 0.122
```


Entry from OMol25: the ion C5H11N2O with charge +1 in a non-equilibrium geometry (ωB97M-V with the def2-TZVPD basis set).

## Properties
ΔE to the lowest compared entry with this formula, charge and spin	2.8963	eV
electronic energy	-10382.70910	eV
HOMO energy	-12.3	eV
charge	+1
LUMO	-3.780	eV
strongest force on any atom	0.060	hartree/bohr

The geometry in XYZ format:
```
19
Properties=species:S:1:pos:R:3:lowdin_charge:R:1
N -2.130 -1.578 1.179 0.054
C -0.966 -1.162 0.384 -0.363
C -1.360 -0.848 -1.102 -0.171
O -0.515 -1.217 -1.884 0.052
C -0.216 -0.019 1.053 -0.156
C 0.870 0.518 0.203 -0.061
C 1.430 1.706 0.414 -0.088
N 2.514 2.273 -0.387 0.196
H -2.992 -1.677 0.671 0.073
H -1.873 -2.360 1.757 0.080
H -0.276 -2.007 0.223 0.148
H -2.255 -0.267 -1.315 0.134
H -0.896 0.792 1.398 0.139
H 0.218 -0.380 2.038 0.158
H 1.137 -0.150 -0.634 0.131
H 1.023 2.405 1.135 0.134
H 2.320 2.357 -1.393 0.185
H 2.809 3.198 -0.069 0.177
H 3.373 1.718 -0.346 0.179
```


Entry from OMol25: the ion C5H11N2O with charge +1 in a non-equilibrium geometry (ωB97M-V with the def2-TZVPD basis set).

## Properties
ΔE to the lowest compared entry with this formula, charge and spin	5.9562	eV
electronic energy	-10379.64922	eV
HOMO energy (spin up / spin down)	-14.6 / -14.6	eV
charge	+1
LUMO (spin up / spin down)	-5.551 / -5.551	eV
strongest force on any atom	0.111	hartree/bohr

The geometry in XYZ format:
```
19
Properties=species:S:1:pos:R:3:lowdin_charge:R:1
C 0.933 -0.963 -0.325 -0.031
C 2.000 -0.300 0.424 -0.043
C -0.357 -0.203 0.182 -0.431
C -1.474 -0.983 1.006 0.065
C -0.976 0.661 -0.819 -0.165
N -0.111 1.882 -0.932 0.142
N 0.184 0.809 1.041 0.188
O 1.359 0.771 1.170 0.105
H 0.936 -0.890 -1.316 0.085
H 0.964 -2.008 -0.165 0.133
H 2.389 -0.807 1.243 0.128
H 2.839 0.172 -0.127 0.169
H -2.426 -0.513 0.934 0.082
H -1.254 -1.140 1.991 0.065
H -1.610 -1.851 0.387 0.100
H 0.475 1.707 -1.658 0.065
H -1.940 0.925 -0.441 0.115
H -1.364 0.034 -1.679 0.170
H -0.566 2.699 -0.917 0.059
```


Entry from OMol25: the ion C5H11N2O with charge +1 in a non-equilibrium geometry (ωB97M-V with the def2-TZVPD basis set).

## Properties
ΔE to the lowest compared entry with this formula, charge and spin	1.8185	eV
electronic energy	-10383.78686	eV
HOMO energy	-14.7	eV
charge	+1
LUMO	-3.507	eV
strongest force on any atom	0.088	hartree/bohr

The geometry in XYZ format:
```
19
Properties=species:S:1:pos:R:3:lowdin_charge:R:1
C 0.379 0.247 1.744 -0.007
C -0.194 -0.260 0.398 -0.444
C -1.669 -0.685 0.494 -0.026
N 0.605 -1.346 -0.228 0.158
C 1.086 -0.991 -1.403 -0.046
N 0.738 0.198 -1.735 0.119
C -0.102 0.778 -0.750 -0.166
O 0.818 2.053 -0.362 -0.061
H 0.643 -0.433 2.555 0.089
H -0.245 1.038 2.191 0.099
H 1.339 0.870 1.482 0.119
H -1.804 -1.506 1.235 0.102
H -2.067 -1.062 -0.451 0.088
H -2.358 0.162 0.865 0.131
H 0.885 -2.068 0.362 0.152
H 1.840 -1.645 -1.926 0.197
H 0.887 0.792 -2.589 0.219
H -1.036 1.016 -1.231 0.157
H 0.255 2.841 -0.651 0.120
```


Entry from OMol25: the ion C5H11N2O with charge +1 in a non-equilibrium geometry (ωB97M-V with the def2-TZVPD basis set).

## Properties
ΔE to the lowest compared entry with this formula, charge and spin	0.8152	eV
electronic energy	-10384.79015	eV
HOMO energy	-14.6	eV
charge	+1
LUMO	-3.135	eV
strongest force on any atom	0.040	hartree/bohr

The geometry in XYZ format:
```
19
Properties=species:S:1:pos:R:3:lowdin_charge:R:1
N -0.021 -0.873 2.615 0.187
C 0.595 -1.098 1.412 -0.473
O 1.731 -1.505 1.316 0.101
C -0.112 -0.522 0.185 -0.198
C -0.975 0.700 0.242 -0.097
C -0.717 1.329 -1.200 -0.098
C 0.225 0.377 -1.951 -0.098
N 0.997 -0.195 -0.813 0.089
H -0.994 -1.115 2.754 0.125
H 0.538 -1.194 3.398 0.127
H -0.709 -1.343 -0.265 0.182
H -0.637 1.291 1.093 0.125
H -2.033 0.463 0.301 0.126
H -1.697 1.482 -1.639 0.123
H -0.143 2.260 -1.091 0.126
H 0.788 0.973 -2.644 0.128
H -0.068 -0.531 -2.494 0.147
H 1.596 0.498 -0.353 0.192
H 1.638 -0.996 -0.864 0.187
```